1.
Density functional theory data (the ωB97M-V functional and the def2-TZVPD basis) for a structure of composition C16H34BNP2Pt.

Last column: Löwdin spin population.
Element x y z (Å)
P 4.548 1.695 -2.127  0.202
P 4.191 -1.789 -2.782  0.589
C 5.743 0.206 -1.855  0.052
C 5.768 -0.851 -2.942  0.102
H 5.416 -0.193 -0.887  0.001
H 6.762 0.566 -1.670  0.006
H 5.779 -0.409 -3.939  0.001
H 6.641 -1.519 -2.859  0.020
C 4.964 -3.028 -1.534  0.067
H 4.262 -3.826 -1.262  0.000
H 5.291 -2.555 -0.601  0.000
H 5.847 -3.524 -1.958  0.013
C 4.361 -2.991 -4.161  0.088
H 5.187 -3.689 -4.021  0.020
H 4.519 -2.476 -5.109  0.000
H 3.461 -3.612 -4.256  0.002
C 5.075 2.630 -0.667  0.008
H 4.370 3.399 -0.322  0.001
H 6.073 3.037 -0.862  0.002
H 5.196 1.864 0.110  0.000
C 5.145 2.309 -3.719  0.099
H 5.346 1.474 -4.378  0.005
H 6.034 2.918 -3.655  0.016
H 4.324 2.910 -4.120  0.017
Pt 2.561 1.751 -2.790  0.928
C 0.641 -3.165 -0.085  0.072
C 1.214 -3.829 0.960  0.045
C 2.677 -3.956 1.311  0.018
C 3.180 -3.118 2.526  0.067
C 3.301 -1.687 2.167  0.352
C 2.452 -1.156 1.219  0.307
C 2.482 -1.462 -0.245  0.070
C 1.206 -2.088 -0.944  0.054
C 2.094 3.474 -1.571  0.347
H -0.388 -3.423 -0.396  0.004
H 0.548 -4.473 1.554  0.003
H 3.294 -3.796 0.429  0.000
H 2.814 -4.988 1.590  0.002
H 2.413 -3.182 3.324  0.018
H 4.107 -3.501 2.973  0.007
H 3.981 -1.023 2.743  0.026
H 1.881 -0.252 1.438  0.022
H 3.315 -2.063 -0.499  0.009
H 2.634 -0.491 -0.760  0.022
H 0.480 -1.262 -1.077  0.004
H 1.450 -2.464 -1.972  0.010
H 1.089 3.897 -1.773  0.025
H 2.898 4.221 -1.599  0.028
H 2.071 2.936 -0.615  0.011
B -1.296 0.688 -0.410  0.014
C -0.123 1.064 -1.375  0.058
N 0.846 1.288 -1.982  0.149
H -2.403 1.056 -0.619  0.004
H -0.976 1.070 0.681  0.006
H -1.401 -0.539 -0.404  0.004

2S+1: 5
HOMO level (alpha / beta): -12.7110 / -14.2555 eV
calculated total energy: -1510.69779 hartree
net charge: +2
frontier orbital gap (alpha / beta): 5.095 / 3.201 eV
energy relative to the best compared isomer or geometry (same formula, charge and spin): 1.910 eV

***

2.
Density functional theory data (the ωB97M-V functional and the def2-TZVPD basis) for a cluster of 9 separate species, C16H34Cl16O6 in total.

Last column: Löwdin spin population.
Element x y z (Å)
C 18.639 -3.826 0.935  0.000
Cl 20.292 -3.196 0.646  0.000
Cl 17.711 -2.909 -0.400  0.000
Cl 18.527 -5.570 0.611  0.000
Cl 18.090 -3.496 2.588  0.000
C 24.911 3.446 -1.771  0.198
Cl 25.195 5.237 -2.134  0.235
Cl 24.007 3.266 -0.233  0.167
Cl 23.939 2.685 -3.045  0.143
Cl 26.558 2.702 -1.605  0.212
C 26.727 -0.797 -3.216  0.001
C 27.840 -0.739 -2.128  0.006
O 29.172 -0.559 -2.760  0.003
O 26.718 0.416 -4.008  0.002
H 25.753 -0.817 -2.728  0.000
H 26.894 -1.634 -3.893  0.000
H 27.948 -1.705 -1.636  0.000
H 27.569 -0.053 -1.326  0.006
H 29.003 -0.147 -3.610  0.000
H 27.069 1.085 -3.417  0.004
C 21.149 -0.402 -0.579  0.000
C 22.660 -0.520 -0.502  0.001
O 23.095 -0.336 -1.865  0.002
O 20.781 0.880 -1.112  0.002
H 20.675 -0.411 0.403  0.000
H 20.656 -1.248 -1.059  0.000
H 23.005 -1.481 -0.119  0.000
H 23.180 0.234 0.089  0.001
H 22.800 0.568 -1.997  0.002
H 20.004 0.770 -1.665  0.000
C 24.682 -4.749 -1.385  0.000
C 25.795 -5.441 -0.578  0.000
O 26.423 -6.554 -1.194  0.000
O 25.278 -3.873 -2.273  0.000
H 24.173 -4.130 -0.646  0.000
H 23.931 -5.331 -1.920  0.000
H 25.311 -5.871 0.299  0.000
H 26.553 -4.695 -0.335  0.000
H 27.245 -6.319 -1.631  0.000
H 25.201 -4.238 -3.158  0.000
Cl 22.236 0.389 -5.819  0.008
C 22.062 -1.377 -6.146  0.001
C 23.050 -2.212 -5.349  0.000
Cl 24.743 -2.181 -5.930  0.000
H 22.434 -1.494 -7.164  0.000
H 21.007 -1.633 -6.054  0.000
H 22.657 -3.222 -5.469  0.000
H 23.094 -2.055 -4.271  0.000
Cl 16.816 2.834 -0.258  0.000
C 17.203 1.967 1.276  0.000
C 17.335 0.507 0.998  0.000
Cl 18.047 -0.243 2.412  0.000
H 16.403 2.249 1.961  0.000
H 18.175 2.334 1.607  0.000
H 18.111 0.402 0.241  0.000
H 16.475 -0.055 0.635  0.000
Cl 25.628 -1.085 1.258  0.002
C 24.767 -2.498 1.926  0.000
C 24.179 -2.304 3.333  0.000
Cl 22.908 -1.124 3.296  0.002
H 25.404 -3.372 1.787  0.000
H 23.931 -2.739 1.270  0.000
H 24.958 -2.019 4.041  0.000
H 23.751 -3.161 3.853  0.000
Cl 13.181 -0.058 -2.560  0.000
C 14.848 0.032 -1.864  0.000
C 15.659 0.851 -2.880  0.000
Cl 17.362 0.490 -2.667  0.000
H 15.261 -0.977 -1.845  0.000
H 14.818 0.479 -0.870  0.000
H 15.468 1.922 -2.940  0.000
H 15.341 0.450 -3.842  0.000

2S+1: 2
HOMO level (alpha / beta): -0.5835 / -6.2640 eV
calculated total energy: -8444.43013 hartree
net charge: -1
frontier orbital gap (alpha / beta): 1.677 / 7.358 eV
energy relative to the best compared isomer or geometry (same formula, charge and spin): 0.755 eV